# C4H10N5

An isolated ion of composition C4H10N5 and charge +1 in a non-equilibrium geometry (ωB97M-V/def2-TZVPD, OMol25).

Structure (XYZ):
```
19
Properties=species:S:1:pos:R:3
C -2.376 0.442 -1.545
N -1.067 0.138 -0.960
C -0.565 0.703 0.252
N 0.643 1.736 -0.068
N 1.870 1.403 -0.041
N 2.213 0.134 0.176
C 1.294 -0.701 0.706
C 1.965 -1.944 1.199
N 0.024 -0.353 0.983
H -2.560 0.522 -2.624
H -3.055 -0.346 -1.267
H -2.737 1.429 -1.173
H -0.291 0.055 -1.633
H -1.379 1.287 0.846
H 0.445 2.761 -0.364
H 2.981 -1.731 0.736
H 1.499 -2.885 0.958
H 1.837 -1.832 2.381
H -0.741 -0.816 1.439
```

Properties
Energy above the lowest of the compared OMol25 structures with the same formula, charge and spin in eV: 5.224
Multiplicity: 1
Energy in eV: -11750.752
Net charge: +1
Gap between HOMO and LUMO in eV: 8.65
E_HOMO in eV: -13.836

# C4H10N5

A 2-piece molecular cluster, C4H10N5 overall (ωB97M-V/def2-TZVPD, OMol25).

Structure (XYZ):
```
19
Properties=species:S:1:pos:R:3
C 2.200 0.937 1.136
N 2.276 0.289 -0.026
N 3.314 1.340 1.749
N 1.012 1.183 1.686
H 1.422 -0.020 -0.495
H 3.189 0.101 -0.448
H 4.226 1.151 1.327
H 3.255 1.838 2.640
H 0.953 1.680 2.578
H 0.157 0.874 1.216
N -1.273 -0.436 -0.713
C -2.105 0.086 -1.600
C -1.779 -1.683 -0.436
C -2.927 -1.917 -1.162
N -3.118 -0.775 -1.899
H -2.022 1.073 -2.054
H -1.291 -2.352 0.274
H -3.605 -2.768 -1.218
H -3.884 -0.602 -2.555
```

Properties
Energy above the lowest of the compared OMol25 structures with the same formula, charge and spin in eV: 0.000
Multiplicity: 1
Energy in eV: -11755.976
Net charge: +1
Gap between HOMO and LUMO in eV: 8.90
E_HOMO in eV: -11.769